This record from the Open Molecules 2025 dataset describes C20H23N3O4S in the gas phase. The level of theory is ωB97M-V/def2-TZVPD.

Each line ends with the Mulliken charge.
Positions of all 51 atoms, in Å:
O  -1.0720  -3.4509  3.9861  -0.7056
C  -1.2576  -2.6770  3.0654  0.3052
N  -1.5525  -1.3809  3.3413  -0.5689
N  -1.6204  -0.2903  2.4770  0.2581
C  -1.5980  0.9529  2.9965  -0.1645
O  -1.5132  1.1626  4.1928  -0.7306
C  -1.6800  2.0670  1.9601  0.8179
C  -3.0190  2.0542  1.2129  -0.9052
C  -3.0441  3.2090  0.2137  -0.6757
C  -1.8826  3.0673  -0.7911  -0.7961
N  -0.9593  2.0134  -0.4324  0.2077
S  -1.1101  0.5297  -1.1733  1.3003
O  -1.7742  0.7282  -2.4235  -0.7753
O  -1.6661  -0.4672  -0.2785  -0.7069
C  0.6049  0.1220  -1.4482  0.0564
C  1.2598  -0.7858  -0.6068  -0.3059
C  2.5814  -1.0647  -0.8196  -1.1995
C  3.2885  -0.4501  -1.8760  1.0262
C  4.6509  -0.7228  -2.1207  -0.7871
C  5.3084  -0.1192  -3.1561  -0.5296
C  4.6370  0.7849  -3.9953  -0.5337
C  3.3176  1.0729  -3.7859  -0.7827
C  2.6103  0.4668  -2.7260  0.5417
C  1.2487  0.7386  -2.4805  -0.7319
C  -0.5148  2.0097  0.9395  -1.2278
C  -1.2160  -3.0853  1.6335  0.0898
C  -1.4716  -4.5437  1.3468  -0.7132
C  -0.0895  -4.0078  1.2285  -0.6959
H  -1.5383  -1.0806  4.3136  0.2621
H  -1.7219  -0.4663  1.4783  0.3731
H  -1.6151  3.0017  2.5259  0.6226
H  -3.8363  2.1585  1.9274  0.5165
H  -3.1488  1.1110  0.6802  0.2258
H  -2.9516  4.1509  0.7575  0.3587
H  -3.9966  3.2179  -0.3152  0.4036
H  -1.3143  4.0009  -0.8617  0.3625
H  -2.2497  2.8086  -1.7839  0.3931
H  0.7033  -1.2604  0.1857  0.6416
H  3.1015  -1.7636  -0.1813  0.4277
H  5.1643  -1.4195  -1.4744  0.4081
H  6.3508  -0.3341  -3.3376  0.3947
H  5.1739  1.2499  -4.8085  0.3937
H  2.7936  1.7657  -4.4274  0.4241
H  0.7023  1.4219  -3.1118  0.4825
H  0.1442  2.8735  1.0782  0.2860
H  0.0858  1.1089  1.0777  0.4575
H  -1.5609  -2.3698  0.9016  0.4157
H  -2.0183  -4.7901  0.4500  0.2733
H  -1.6929  -5.1657  2.2004  0.2845
H  0.3408  -3.8762  0.2465  0.2792
H  0.6176  -4.2769  1.9986  0.2462

Summary:
- Orbital gap: 8.25 eV
- HOMO energy: -8.554 eV
- Charge: 0
- Energy above the lowest of the compared OMol25 structures with the same formula, charge and spin: 2.070 eV

---

This record from the Open Molecules 2025 dataset describes a molecular structure, C20H23N3STe2Zr. The level of theory is ωB97M-V/def2-TZVPD.

Each line ends with the Mulliken charge.
Positions of all 50 atoms, in Å:
Zr  -1.4955  -0.8119  -0.3421  0.4637
Te  -3.0008  -2.6977  1.1969  -0.1110
C  -1.9466  -4.2888  0.2728  0.1672
C  -1.0534  -5.0616  1.0089  -0.2890
C  -0.3536  -6.0917  0.3970  -0.5535
C  -0.5330  -6.3536  -0.9541  -0.4765
C  -1.4212  -5.5831  -1.6897  -0.5502
C  -2.1305  -4.5565  -1.0810  -0.3836
H  -0.9017  -4.8587  2.0618  0.3480
H  0.3393  -6.6882  0.9781  0.3923
H  0.0181  -7.1550  -1.4297  0.3940
H  -1.5653  -5.7746  -2.7456  0.4017
H  -2.8151  -3.9549  -1.6642  0.3866
C  0.3396  0.8327  3.7396  -0.9228
N  0.9619  0.0940  2.6153  0.8077
C  2.4217  0.3211  2.5514  -0.8338
C  0.5956  -1.3662  2.6442  -1.0953
C  1.1060  -2.0834  1.4285  0.9165
C  2.1643  -2.9692  1.6012  -0.7684
C  2.6738  -3.6737  0.5207  -0.6298
C  2.1200  -3.4703  -0.7310  -0.8188
C  1.0715  -2.5708  -0.8958  -0.1561
C  0.5116  -1.8479  0.1729  0.4043
H  0.5212  1.8964  3.6048  0.3593
H  0.7727  0.4864  4.6759  0.4042
H  -0.7309  0.6425  3.7289  0.3213
H  0.5329  0.4982  1.7509  -0.4889
H  2.8788  -0.0955  3.4476  0.3619
H  2.6033  1.3917  2.4980  0.3467
H  2.8170  -0.1759  1.6708  0.3241
H  -0.4958  -1.4100  2.6929  0.2177
H  1.0074  -1.7669  3.5724  0.4453
H  2.5831  -3.1236  2.5911  0.3557
H  3.4843  -4.3777  0.6597  0.3985
H  2.4945  -4.0187  -1.5869  0.4101
H  0.6608  -2.4449  -1.8916  0.1872
Te  -1.9686  -0.7733  -2.8676  -0.6266
C  -4.2399  4.0340  2.9177  -1.1823
C  -3.8235  2.8273  2.1379  0.9644
C  -4.7027  1.7782  1.8761  -1.0247
C  -4.2123  0.7035  1.1679  -0.2840
N  -2.9500  0.6858  0.7415  0.2488
C  -2.1715  1.7537  1.0052  0.6139
S  -0.5814  1.6232  0.3102  -0.6190
N  -2.5604  2.8114  1.7045  -0.5822
H  -5.2737  3.9668  3.2493  0.3453
H  -4.1164  4.9236  2.2996  0.3037
H  -3.5898  4.1521  3.7847  0.2966
H  -5.7258  1.7996  2.2200  0.3496
H  -4.8141  -0.1651  0.9281  0.4599

Summary:
- Orbital gap: 6.47 eV
- HOMO energy: -6.730 eV
- Charge: 0
- Energy above the lowest of the compared OMol25 structures with the same formula, charge and spin: 0.144 eV

---

This record from the Open Molecules 2025 dataset describes a molecular structure, C20H23NO5. The level of theory is ωB97M-V/def2-TZVPD.

Each line ends with the Mulliken charge.
Positions of all 49 atoms, in Å:
C  0.0221  -1.1898  2.9016  -1.2231
C  0.6619  -0.0112  2.0339  -0.2599
H  1.3659  0.6624  2.6286  0.5294
H  -0.2623  0.6278  1.7111  0.1153
O  1.1823  -0.6570  0.7087  -0.2949
C  1.8719  0.3588  0.2471  0.6491
C  1.5414  0.6387  -0.9653  0.6692
C  2.3783  1.7437  -1.9061  -1.7607
C  3.3895  2.3912  -1.2418  -0.8269
C  3.8086  1.9696  0.1392  -0.5456
C  2.9775  1.2447  0.8336  0.2030
O  3.3124  0.8215  2.0004  -0.5488
C  3.8429  -0.8035  2.1734  -0.5618
H  3.9658  -0.6662  3.3968  0.2327
H  4.7650  -0.8208  1.6537  0.3234
H  3.0096  -1.3607  2.0328  0.2493
H  4.6363  2.3103  0.7152  0.4584
H  3.9774  3.0666  -1.5840  0.6768
H  2.2713  2.0796  -2.8729  0.4214
C  0.5099  0.1157  -1.8024  0.9350
C  -0.7919  -0.1258  -1.2497  -0.4559
C  -1.7353  1.0335  -0.8102  -1.6914
C  -2.8200  0.9204  -0.2167  1.3594
C  -3.2247  -0.4108  0.4050  0.5500
C  -2.2807  -1.3484  -0.2001  -0.6171
C  -0.9924  -1.3428  -0.6409  0.1533
N  -0.1773  -2.6148  -0.7309  -0.1360
C  1.0130  -2.2373  -1.4614  0.3897
O  1.7422  -3.2935  -1.1941  -0.7563
C  1.0799  -1.3212  -2.3772  -0.2952
H  2.0830  -1.0862  -2.8570  0.2921
H  0.3829  -1.6202  -3.4127  0.3225
H  -0.2797  -3.1608  -0.0652  0.2001
H  -2.5840  -2.6056  0.4254  0.1283
O  -4.3155  -0.8686  0.9309  -0.4530
C  -5.3111  0.3036  1.1246  -0.7196
H  -5.7076  0.4558  -0.0466  0.3165
H  -5.0715  0.9819  1.9623  0.2677
H  -6.1458  -0.4244  1.6168  0.2960
O  -3.7878  1.9885  0.0409  -0.3230
C  -3.2534  3.0457  -0.4079  -1.1068
H  -2.5377  3.5713  0.0993  0.3817
H  -3.3528  3.0656  -1.6303  0.3736
H  -4.2004  3.6399  -0.2500  0.3107
H  -1.4363  1.9605  -1.4363  0.2572
H  0.4856  0.6402  -2.8004  0.5102
H  0.8592  -1.9918  3.0896  0.2271
H  -0.6545  -1.8542  2.2746  0.1869
H  -0.4457  -0.7496  3.6415  0.5898

Summary:
- Orbital gap: 8.23 eV
- HOMO energy: -7.735 eV
- Charge: 0
- Energy above the lowest of the compared OMol25 structures with the same formula, charge and spin: 19.243 eV

---

Q: energy above the lowest of the compared OMol25 structures with the same formula, charge and spin of number 3 (C20H23NO5)?
A: 19.243 eV

---

Q: Which of these has the highest energy above the lowest of the compared OMol25 structures with the same formula, charge and spin?
A: C20H23NO5